Record 1
This record from the OMol25 dataset describes a cluster of 4 separate species, C2H14N2O3 in total in a non-equilibrium geometry. The level of theory is the ωB97M-V functional and the def2-TZVPD basis.

Element x y z (Å)
C1 -0.918 -1.159 1.988
N1 -0.917 -0.194 0.870
C2 -1.204 -0.904 -0.413
N2 -1.929 0.067 -1.272
H1 0.106 -1.470 2.217
H2 -1.525 -0.843 2.831
H3 -1.334 -2.120 1.661
H4 -1.738 0.394 0.883
H5 -1.925 -1.706 -0.258
H6 -0.274 -1.189 -0.894
H7 -1.329 0.551 -1.927
H8 -2.578 -0.464 -1.812
O1 0.638 1.971 2.146
H9 0.344 1.049 1.985
H10 0.244 2.201 2.978
O2 2.462 -1.339 -2.260
H11 3.063 -1.560 -1.571
H12 1.900 -0.661 -1.829
O3 1.252 1.354 -1.113
H13 0.369 1.638 -0.900
H14 1.728 1.637 -0.306

Properties
Energy   -419.79772 hartree
Energy above the lowest of the compared OMol25 structures with the same formula, charge and spin   110.8 kJ/mol
SMILES string   CNCN.O.O.O
LUMO   0.7246 eV
Gap between HOMO and LUMO   10.437 eV

Löwdin analysis output, partial charges in e:
1 C -0.13
2 N -0.14
3 C -0.28
4 N 0.01
5 H 0.08
6 H 0.08
7 H 0.06
8 H 0.09
9 H 0.11
10 H 0.10
11 H 0.06
12 H 0.05
13 O -0.07
14 H 0.00
15 H 0.02
16 O -0.06
17 H 0.01
18 H 0.00
19 O -0.05
20 H 0.01
21 H 0.06

Record 2
This record from the OMol25 dataset describes a cluster of 4 separate species, C2H14N2O3 in total in a non-equilibrium geometry. The level of theory is the ωB97M-V functional and the def2-TZVPD basis.

Element x y z (Å)
N1 -0.320 2.411 0.183
C1 -0.300 1.129 0.976
C2 -1.052 0.137 0.211
N2 -0.322 -1.136 0.155
H1 -1.267 2.860 0.367
H2 0.374 3.055 0.608
H3 -0.828 1.493 1.894
H4 0.772 0.771 1.042
H5 -1.935 -0.049 0.717
H6 -1.079 0.506 -0.818
H7 -0.799 -1.823 -0.493
H8 0.456 -0.877 -0.427
H9 -1.325 -3.768 2.386
H10 -1.120 -2.281 1.982
O1 -1.802 -2.848 2.398
H11 1.913 -0.382 -2.598
H12 1.890 -1.729 -1.940
O2 2.228 -1.283 -2.774
H13 0.887 1.631 -1.637
H14 1.919 1.071 -0.647
O3 1.710 1.112 -1.583

Properties
Energy   -419.39792 hartree
Energy above the lowest of the compared OMol25 structures with the same formula, charge and spin   259.2 kJ/mol
LUMO (spin up / spin down)   -4.3095 / -10.3908 eV
Multiplicity   2
<S²>   0.75
Total charge   +1
Gap between HOMO and LUMO (spin up / spin down)   9.730 / 3.597 eV

Löwdin analysis output, partial charges in e:
1 N 0.24
2 C -0.14
3 C -0.25
4 N 0.04
5 H 0.19
6 H 0.16
7 H 0.19
8 H 0.15
9 H 0.11
10 H 0.14
11 H 0.14
12 H 0.03
13 H 0.10
14 H -0.02
15 O -0.12
16 H -0.02
17 H 0.05
18 O -0.08
19 H 0.06
20 H 0.05
21 O -0.01

Record 3
This record from the OMol25 dataset describes a cluster of 4 separate species, C2H14NO3 in total in a non-equilibrium geometry. The level of theory is the ωB97M-V functional and the def2-TZVPD basis.

Element x y z (Å)
C1 -1.126 0.851 0.655
N1 -1.473 -0.327 -0.241
C2 -1.321 -0.035 -1.727
H1 -2.061 1.409 0.817
H2 -0.819 0.401 1.610
H3 -0.173 1.283 0.284
H4 -2.423 -0.188 0.000
H5 -1.126 -1.288 0.145
H6 -2.173 0.597 -2.001
H7 -1.147 -1.046 -2.171
H8 -0.418 0.474 -2.023
H9 0.645 -2.473 0.745
H10 -0.133 -3.513 1.293
O1 -0.236 -2.532 1.158
H11 2.572 -0.826 -0.311
H12 1.370 -0.482 -1.296
O2 1.657 -0.988 -0.522
H13 2.917 2.411 1.769
H14 2.730 3.586 0.905
O3 2.737 2.686 0.911

Properties
Energy   -364.78902 hartree
Energy above the lowest of the compared OMol25 structures with the same formula, charge and spin   196.0 kJ/mol
LUMO   -2.9854 eV
Total charge   +1
Gap between HOMO and LUMO   11.598 eV

Löwdin analysis output, partial charges in e:
1 C 0.00
2 N -0.05
3 C 0.01
4 H 0.11
5 H 0.10
6 H 0.10
7 H 0.12
8 H 0.15
9 H 0.11
10 H 0.12
11 H 0.08
12 H 0.03
13 H 0.10
14 O -0.07
15 H 0.06
16 H 0.04
17 O -0.03
18 H 0.01
19 H -0.01
20 O 0.01

Record 4
This record from the OMol25 dataset describes a cluster of 4 separate species, C2H14NO3S2 in total in a non-equilibrium geometry. The level of theory is the ωB97M-V functional and the def2-TZVPD basis.

Element x y z (Å)
N1 0.530 -0.798 -0.948
C1 0.620 0.782 -1.021
C2 1.954 1.418 -0.510
S1 2.587 0.865 1.112
S2 1.319 1.191 2.624
H1 -0.386 -1.197 -1.213
H2 0.992 -1.228 -0.105
H3 1.243 -1.071 -1.691
H4 -0.325 1.071 -0.454
H5 0.438 0.904 -2.103
H6 2.837 1.195 -1.178
H7 1.892 2.512 -0.640
H8 1.600 2.205 3.534
H9 -3.348 -2.070 -1.875
H10 -3.254 -1.001 -0.818
O1 -2.809 -1.785 -1.161
H11 -4.967 1.087 -0.322
H12 -5.936 -0.379 -0.258
O2 -5.186 0.160 -0.592
H13 -1.410 -3.227 -1.568
H14 -0.496 -3.507 -2.975
O3 -0.820 -2.851 -2.283

Properties
Energy   -1161.17023 hartree
Energy above the lowest of the compared OMol25 structures with the same formula, charge and spin   153.3 kJ/mol
LUMO   -2.9845 eV
Total charge   +1
Gap between HOMO and LUMO   9.664 eV

Löwdin analysis output, partial charges in e:
1 N 0.14
2 C -0.17
3 C -0.53
4 S 0.41
5 S 0.29
6 H 0.10
7 H 0.15
8 H 0.18
9 H 0.14
10 H 0.13
11 H 0.09
12 H 0.09
13 H -0.14
14 H 0.04
15 H 0.02
16 O -0.05
17 H 0.07
18 H 0.07
19 O -0.09
20 H 0.07
21 H 0.10
22 O -0.13

Record 5
This record from the OMol25 dataset describes a cluster of 5 separate species, C2H14NO5 in total in a non-equilibrium geometry. The level of theory is the ωB97M-V functional and the def2-TZVPD basis.

Element x y z (Å)
C1 -0.709 1.496 0.220
O1 0.501 2.291 0.309
C2 -0.627 0.532 -0.970
N1 -1.900 -0.079 -1.203
H1 -0.676 0.801 1.277
H2 -1.592 2.245 0.004
H3 -0.198 1.011 -1.920
H4 0.180 -0.186 -0.745
H5 -2.542 0.682 -1.448
H6 -1.860 -0.766 -1.944
H7 1.365 -2.401 1.092
H8 1.287 -0.833 1.391
O2 0.874 -1.730 1.575
H9 -2.593 -1.306 1.608
H10 -2.763 -0.741 0.275
O3 -3.330 -1.119 0.998
H11 2.249 -1.224 -1.621
H12 2.753 -0.408 -0.444
O4 3.167 -1.004 -1.201
H13 2.933 0.654 1.414
H14 1.277 1.699 0.498
O5 2.205 0.385 0.834

Properties
Energy   -515.57663 hartree
Energy above the lowest of the compared OMol25 structures with the same formula, charge and spin   93.5 kJ/mol
LUMO   3.5865 eV
Total charge   -1
Gap between HOMO and LUMO   9.011 eV

Löwdin analysis output, partial charges in e:
1 C -0.26
2 O -0.17
3 C -0.32
4 N -0.03
5 H 0.17
6 H 0.13
7 H 0.13
8 H 0.09
9 H 0.09
10 H 0.08
11 H 0.00
12 H -0.04
13 O -0.14
14 H 0.02
15 H -0.03
16 O -0.14
17 H 0.04
18 H -0.02
19 O -0.22
20 H -0.01
21 H 0.00
22 O -0.38

Record 6
This record from the OMol25 dataset describes a cluster of 5 separate species, C2H14O4S in total in a non-equilibrium geometry. The level of theory is the ωB97M-V functional and the def2-TZVPD basis.

Element x y z (Å)
C1 -0.992 -1.232 0.991
S1 0.104 -1.481 -0.381
C2 -0.211 -3.231 -0.874
H1 -2.032 -1.134 0.674
H2 -0.703 -0.294 1.463
H3 -1.048 -2.031 1.737
H4 -0.196 -4.010 -0.116
H5 -1.196 -3.182 -1.340
H6 0.524 -3.457 -1.642
H7 2.372 -0.462 2.772
H8 1.940 0.490 1.587
O1 2.638 0.296 2.252
H9 0.654 1.167 -3.630
H10 -0.059 1.727 -2.509
O2 -0.255 1.393 -3.377
H11 -1.662 2.450 0.508
H12 -2.666 1.564 1.291
O3 -2.597 2.217 0.573
H13 1.753 2.857 0.782
H14 2.162 3.087 -0.718
O4 1.470 3.265 -0.044

Properties
Energy   -783.68847 hartree
Energy above the lowest of the compared OMol25 structures with the same formula, charge and spin   56.6 kJ/mol
LUMO (spin up / spin down)   3.1344 / 3.0909 eV
Multiplicity   2
<S²>   0.75
Total charge   -1
Gap between HOMO and LUMO (spin up / spin down)   2.681 / 8.608 eV

Löwdin analysis output, partial charges in e:
1 C -0.54
2 S 0.61
3 C -0.43
4 H 0.02
5 H -0.02
6 H 0.03
7 H 0.02
8 H 0.02
9 H 0.01
10 H -0.01
11 H -0.03
12 O -0.17
13 H 0.01
14 H -0.02
15 O -0.12
16 H -0.01
17 H 0.01
18 O -0.13
19 H -0.04
20 H -0.02
21 O -0.18

Record 7
This record from the OMol25 dataset describes a cluster of 5 separate species, C2H14O4S in total in a non-equilibrium geometry. The level of theory is the ωB97M-V functional and the def2-TZVPD basis.

Element x y z (Å)
C1 2.330 -1.619 -1.867
C2 1.217 -0.600 -1.633
S1 0.562 0.074 -3.205
H1 2.928 -1.731 -0.959
H2 1.912 -2.575 -2.165
H3 3.049 -1.257 -2.602
H4 1.647 0.251 -1.108
H5 0.422 -1.010 -1.019
H6 1.544 -0.332 -4.013
O1 -2.087 -1.727 2.274
H7 -2.392 -1.935 3.169
H8 -1.150 -1.546 2.416
O2 -0.039 2.005 0.764
H9 -0.365 2.914 0.869
H10 0.280 2.071 -0.150
O3 0.731 -0.044 3.092
H11 1.384 0.468 3.583
H12 0.448 0.607 2.431
O4 -2.991 1.526 2.457
H13 -2.407 0.765 2.509
H14 -2.929 1.852 1.557

Properties
Energy   -783.72662 hartree
Energy above the lowest of the compared OMol25 structures with the same formula, charge and spin   70.0 kJ/mol
SMILES string   CCS.O.O.O.O
LUMO   0.2339 eV
Gap between HOMO and LUMO   9.448 eV

Löwdin analysis output, partial charges in e:
1 C -0.18
2 C -0.62
3 S 0.67
4 H 0.07
5 H 0.07
6 H 0.06
7 H 0.04
8 H 0.06
9 H -0.16
10 O -0.06
11 H 0.05
12 H 0.01
13 O -0.06
14 H 0.06
15 H 0.04
16 O -0.06
17 H 0.04
18 H 0.00
19 O -0.06
20 H 0.00
21 H 0.02

Record 8
This record from the OMol25 dataset describes a cluster of 5 separate species, C2H14O4S in total in a non-equilibrium geometry. The level of theory is the ωB97M-V functional and the def2-TZVPD basis.

Element x y z (Å)
C1 2.478 0.842 -5.145
C2 1.337 0.450 -4.225
S1 1.694 -0.827 -2.998
H1 2.815 1.863 -4.981
H2 2.243 0.799 -6.217
H3 3.387 0.239 -5.035
H4 0.946 1.302 -3.687
H5 0.459 0.165 -4.801
H6 1.724 -1.854 -3.857
O1 -2.588 -2.589 4.511
H7 -3.279 -2.553 3.846
H8 -2.474 -3.488 4.837
O2 0.137 -1.951 3.947
H9 -0.747 -1.998 4.339
H10 -0.011 -1.495 3.113
O3 -2.075 0.079 2.664
H11 -2.588 0.215 1.860
H12 -1.537 0.889 2.706
O4 -0.641 3.277 2.721
H13 -1.025 4.052 3.146
H14 -0.256 2.582 3.257

Properties
Energy   -783.71140 hartree
Energy above the lowest of the compared OMol25 structures with the same formula, charge and spin   110.0 kJ/mol
SMILES string   CCS.O.O.O.O
LUMO   0.4822 eV
Gap between HOMO and LUMO   9.539 eV

Löwdin analysis output, partial charges in e:
1 C -0.18
2 C -0.65
3 S 0.68
4 H 0.06
5 H 0.07
6 H 0.06
7 H 0.05
8 H 0.06
9 H -0.15
10 O -0.05
11 H 0.05
12 H 0.06
13 O -0.08
14 H -0.02
15 H 0.01
16 O -0.05
17 H 0.04
18 H 0.02
19 O -0.05
20 H 0.04
21 H 0.03

Record 9
This record from the OMol25 dataset describes a cluster of 5 separate species, C2H14O5 in total in a non-equilibrium geometry. The level of theory is the ωB97M-V functional and the def2-TZVPD basis.

Element x y z (Å)
C1 2.420 0.574 -2.343
C2 3.043 -0.205 -1.182
O1 2.027 -0.085 -0.182
H1 1.388 0.118 -2.549
H2 2.428 1.662 -1.919
H3 3.118 0.765 -3.056
H4 4.125 0.181 -0.766
H5 3.106 -1.306 -1.398
H6 1.350 0.634 -0.474
O2 3.189 2.294 1.616
H7 3.840 1.926 2.130
H8 2.942 1.688 0.831
O3 -5.879 -0.394 1.548
H9 -6.823 -0.224 1.641
H10 -5.544 -1.127 1.061
O4 0.484 1.395 1.264
H11 0.531 0.963 2.105
H12 0.799 2.355 1.496
O5 -5.448 -3.710 0.516
H13 -4.886 -3.314 -0.296
H14 -6.209 -4.190 -0.043

Properties
Energy   -460.69724 hartree
Energy above the lowest of the compared OMol25 structures with the same formula, charge and spin   284.3 kJ/mol
SMILES string   CCO.O.O.O.O
LUMO   0.5494 eV
Gap between HOMO and LUMO   10.639 eV

Löwdin analysis output, partial charges in e:
1 C -0.10
2 C -0.33
3 O -0.19
4 H 0.12
5 H 0.11
6 H 0.02
7 H 0.15
8 H 0.11
9 H 0.09
10 O -0.06
11 H -0.02
12 H 0.06
13 O -0.05
14 H 0.04
15 H -0.01
16 O -0.09
17 H 0.03
18 H 0.10
19 O -0.17
20 H 0.10
21 H 0.10

Record 10
This record from the OMol25 dataset describes a cluster of 2 separate species, C2H14Si4 in total in a non-equilibrium geometry. The level of theory is the ωB97M-V functional and the def2-TZVPD basis.

Element x y z (Å)
C1 2.524 -0.450 -0.184
C2 -0.565 -0.489 0.445
Si1 -2.241 -0.842 -0.300
Si2 -0.542 2.049 -1.349
Si3 -0.432 -0.102 2.253
Si4 0.851 -1.135 -0.705
H1 2.663 -0.750 0.846
H2 3.420 -0.425 -0.833
H3 2.460 0.641 -0.112
H4 -1.993 -2.278 -0.627
H5 -2.623 0.221 -1.324
H6 -3.008 -0.757 0.934
H7 -1.117 2.968 -0.411
H8 0.827 1.869 -1.921
H9 -1.266 2.703 -2.470
H10 -0.378 -1.286 3.028
H11 -1.047 1.174 2.783
H12 0.960 0.379 2.535
H13 0.449 -0.900 -2.031
H14 1.058 -2.588 -0.556

Properties
Energy   -1242.31624 hartree
Energy above the lowest of the compared OMol25 structures with the same formula, charge and spin   0.0 kJ/mol
LUMO (spin up / spin down)   0.7031 / -2.0106 eV
Multiplicity   3
<S²>   2.00
Gap between HOMO and LUMO (spin up / spin down)   8.141 / 8.223 eV

Löwdin analysis output, partial charges in e:
1 C -0.28
2 C -0.79
3 Si 0.49
4 Si 0.58
5 Si 0.48
6 Si 0.44
7 H 0.01
8 H 0.04
9 H 0.00
10 H -0.05
11 H -0.07
12 H -0.08
13 H -0.15
14 H -0.12
15 H -0.16
16 H -0.09
17 H -0.06
18 H -0.09
19 H -0.07
20 H -0.04